Record 1
Computed, not measured: a structure of composition C21H28BGeN4OPRbS4Sb, with ωB97M-V with the def2-TZVPD basis set.

The geometry in XYZ format:
```
63
C21H28BGeN4OPRbS4Sb | the Open Molecules 2025 dataset | ωB97M-V with the def2-TZVPD basis set
Rb -0.935 0.169 -1.701
S -6.537 0.798 -0.031
Sb -4.763 0.428 -1.418
S -3.623 -1.554 -1.102
S -3.402 2.245 -1.741
S -6.175 0.130 -3.390
B 2.794 -0.734 -1.721
N 2.800 0.771 -1.343
C 3.866 1.567 -1.160
C 3.418 2.842 -0.875
C 2.022 2.724 -0.946
N 1.660 1.476 -1.217
N 2.304 -1.601 -0.523
C 2.978 -2.567 0.122
C 2.138 -3.140 1.059
C 0.934 -2.440 0.893
N 1.043 -1.517 -0.054
H 3.944 -1.061 -1.945
H 2.066 -0.909 -2.674
H 4.860 1.157 -1.235
H 4.007 3.719 -0.663
H 1.262 3.476 -0.795
H 4.006 -2.767 -0.134
H 2.360 -3.932 1.754
H -0.001 -2.549 1.422
C 0.913 -2.733 -5.321
P -0.535 -2.360 -4.301
C -0.269 -3.235 -2.753
C -1.936 -3.196 -5.077
O -0.766 -0.900 -4.159
H 1.049 -3.809 -5.444
H 1.791 -2.307 -4.834
H 0.791 -2.265 -6.299
H -0.166 -4.308 -2.927
H -1.130 -3.059 -2.103
H 0.625 -2.860 -2.254
H -1.747 -4.261 -5.224
H -2.152 -2.723 -6.035
H -2.800 -3.061 -4.423
Ge -0.911 1.215 1.684
C -1.850 2.764 2.397
C -1.228 3.624 3.305
C -1.890 4.739 3.798
C -3.188 5.010 3.382
C -3.812 4.168 2.473
C -3.150 3.052 1.979
C 0.339 0.484 3.011
C 1.693 0.343 2.715
C 2.571 -0.208 3.639
C 2.106 -0.629 4.876
C 0.760 -0.495 5.187
C -0.115 0.059 4.261
H -1.923 0.155 1.204
H -0.215 3.413 3.633
H -1.393 5.394 4.505
H -3.709 5.881 3.763
H -4.820 4.370 2.132
H -3.653 2.429 1.248
H 2.061 0.643 1.740
H 3.616 -0.325 3.377
H 2.789 -1.069 5.594
H 0.388 -0.827 6.149
H -1.164 0.156 4.520
```

- charge = -2
- spin multiplicity = 1
- Kohn-Sham gap (alpha / beta) (eV) = 5.70 / 5.64
- HOMO energy (alpha / beta) (eV) = -2.0 / -2.0

---

Record 2
Computed, not measured: a structure of composition C21H28BrMnN2, with ωB97M-V with the def2-TZVPD basis set.

The geometry in XYZ format:
```
53
C21H28BrMnN2 | the Open Molecules 2025 dataset | ωB97M-V with the def2-TZVPD basis set
Mn -0.191 0.983 -0.256
C -0.293 6.459 -1.941
C -0.326 5.428 -0.857
C -0.603 5.764 0.502
C -0.613 4.821 1.472
C -0.415 3.545 1.045
Br -0.656 2.153 2.381
N -0.182 3.155 -0.179
C 0.002 4.109 -1.124
H 0.711 6.501 -2.468
H -0.435 7.491 -1.563
H -1.131 6.184 -2.547
H -0.901 6.817 0.706
H -0.740 5.111 2.474
H 0.495 3.750 -2.042
C 2.865 -2.904 0.952
C 3.469 -1.616 0.416
C 4.342 -0.933 1.471
C 4.101 -1.773 -0.976
C 2.389 -0.700 0.181
C 1.461 0.066 -0.004
H 3.719 -3.641 1.030
H 2.119 -3.262 0.234
H 2.349 -2.698 1.917
H 5.124 -1.520 1.955
H 3.703 -0.592 2.254
H 4.831 -0.047 1.040
H 5.037 -2.419 -0.953
H 4.333 -0.779 -1.374
H 3.340 -2.291 -1.589
C -1.860 -4.332 0.587
N -0.749 -3.288 0.454
C -0.585 -2.424 1.676
C -0.825 -2.419 -0.794
C -1.989 -1.417 -0.821
C -3.230 -1.942 -1.194
C -4.387 -1.155 -1.122
C -4.234 0.232 -0.860
C -2.952 0.740 -0.722
C -1.767 -0.067 -0.643
H -1.586 -4.823 1.513
H -1.732 -5.003 -0.300
H -2.824 -3.879 0.645
H 0.185 -3.752 0.293
H -1.560 -1.900 1.831
H 0.185 -1.719 1.511
H -0.458 -3.109 2.480
H -0.955 -3.095 -1.682
H 0.136 -1.858 -0.925
H -3.405 -3.019 -1.476
H -5.315 -1.666 -1.209
H -5.094 0.907 -0.811
H -2.905 1.825 -0.587
```

- charge = +1
- spin multiplicity = 6
- <S²> = 8.770
- Kohn-Sham gap (alpha / beta) (eV) = 7.68 / 8.95
- HOMO energy (alpha / beta) (eV) = -10.1 / -11.6

---

Record 3
Computed, not measured: the ion C21H28BrN2O3 with charge +1, with ωB97M-V with the def2-TZVPD basis set.

The geometry in XYZ format:
```
55
C21H28BrN2O3 | the Open Molecules 2025 dataset | ωB97M-V with the def2-TZVPD basis set
C 2.774 4.159 -1.086
C 2.482 3.715 0.343
C 3.688 3.078 1.044
C 4.284 1.890 0.295
N 3.258 0.842 0.073
C 3.701 -0.357 -0.703
C 2.493 -1.222 -0.921
C 1.540 -0.810 -1.838
C 0.335 -1.486 -1.899
Br -1.031 -0.883 -3.057
C 0.056 -2.572 -1.075
O -1.168 -3.136 -1.193
C -1.914 -3.326 -0.003
C -2.026 -1.982 0.732
O -1.037 -1.289 0.913
N -3.257 -1.654 1.135
C -3.575 -0.365 1.728
C -4.309 0.509 0.742
C -3.716 0.811 -0.479
C -4.382 1.586 -1.409
C -5.648 2.073 -1.125
C -6.242 1.780 0.090
C -5.578 0.996 1.018
C 1.074 -3.050 -0.216
O 0.790 -4.165 0.487
C 1.757 -4.691 1.371
C 2.264 -2.341 -0.126
H 3.654 4.796 -1.114
H 2.931 3.321 -1.762
H 1.935 4.733 -1.470
H 1.620 3.042 0.358
H 2.196 4.592 0.925
H 3.398 2.771 2.051
H 4.473 3.827 1.146
H 4.663 2.206 -0.678
H 5.109 1.457 0.864
H 2.882 0.527 0.977
H 2.467 1.266 -0.432
H 4.119 -0.011 -1.650
H 4.477 -0.876 -0.138
H 1.707 0.034 -2.490
H -2.883 -3.701 -0.334
H -1.433 -4.059 0.654
H -4.041 -2.231 0.875
H -4.176 -0.525 2.626
H -2.621 0.090 2.008
H -2.728 0.433 -0.699
H -3.914 1.806 -2.357
H -6.170 2.678 -1.850
H -7.228 2.157 0.315
H -6.048 0.765 1.964
H 2.681 -4.946 0.844
H 1.971 -3.996 2.188
H 1.315 -5.599 1.778
H 3.031 -2.663 0.560
```

- charge = +1
- spin multiplicity = 1
- Kohn-Sham gap (eV) = 8.43
- SMILES string = CCCC[NH2+]Cc1cc(Br)c(OCC(=O)NCc2ccccc2)c(OC)c1
- HOMO energy (eV) = -10.9

---

Record 4
Computed, not measured: an isolated molecule of C21H28Cl2N6O4, with ωB97M-V with the def2-TZVPD basis set.

The geometry in XYZ format:
```
61
C21H28Cl2N6O4 | the Open Molecules 2025 dataset | ωB97M-V with the def2-TZVPD basis set
C -2.358 -1.276 2.413
C -3.478 -0.354 1.940
N -3.922 -0.731 0.606
C -4.894 -1.811 0.584
C -4.673 -2.726 -0.618
C -4.269 0.389 -0.244
C -2.991 1.076 -0.751
N -2.071 0.039 -1.161
C -0.731 0.067 -1.243
N -0.068 -1.086 -1.369
C 1.215 -0.742 -1.561
C 1.367 0.638 -1.565
C 2.621 1.255 -1.789
O 2.901 2.446 -1.834
N 3.615 0.288 -1.963
C 3.528 -1.089 -1.909
O 4.509 -1.788 -2.027
N 2.263 -1.596 -1.721
C 2.051 -3.024 -1.651
N 0.088 1.152 -1.340
C -0.164 2.554 -1.142
C -0.025 3.016 0.336
O -0.916 2.349 1.190
C 1.417 2.875 0.851
O 1.589 1.513 1.211
C 2.827 0.961 1.211
C 4.025 1.650 1.064
C 5.230 0.970 1.035
C 5.254 -0.408 1.168
Cl 6.750 -1.255 1.116
C 4.076 -1.118 1.349
C 2.880 -0.430 1.374
Cl 1.403 -1.287 1.607
H -1.539 -1.264 1.698
H -2.707 -2.300 2.510
H -1.986 -0.946 3.380
H -3.099 0.668 1.906
H -4.311 -0.374 2.661
H -5.927 -1.426 0.577
H -4.769 -2.400 1.494
H -3.661 -3.123 -0.600
H -4.817 -2.193 -1.555
H -5.374 -3.556 -0.587
H -4.821 0.002 -1.102
H -4.904 1.134 0.262
H -3.245 1.715 -1.605
H -2.561 1.698 0.039
H -2.415 -0.887 -0.924
H 4.550 0.644 -2.122
H 1.371 -3.333 -2.445
H 1.608 -3.279 -0.689
H 3.018 -3.508 -1.768
H 0.568 3.106 -1.737
H -1.168 2.795 -1.492
H -0.305 4.076 0.361
H -0.501 1.510 1.441
H 1.561 3.503 1.739
H 2.115 3.175 0.066
H 4.026 2.722 0.956
H 6.151 1.516 0.908
H 4.091 -2.189 1.461
```

- charge = 0
- spin multiplicity = 1
- Kohn-Sham gap (eV) = 8.32
- SMILES string = CCN(CC)CCNc1nc2c(c(=O)[nH]c(=O)n2C)n1C[C@@H](O)COc1ccc(Cl)cc1Cl
- HOMO energy (eV) = -7.6

---

Record 5
Computed, not measured: a cluster of 2 separate species, C21H28ClFN2O4 in total, with ωB97M-V with the def2-TZVPD basis set.

The geometry in XYZ format:
```
57
C21H28ClFN2O4 | the Open Molecules 2025 dataset | ωB97M-V with the def2-TZVPD basis set
C 1.018 -5.292 -0.119
C 0.594 -3.984 -0.738
O 0.129 -3.916 -1.855
N 0.844 -2.851 0.030
C 0.656 -2.965 1.485
C 0.417 -1.625 -0.576
C -0.916 -1.250 -0.719
C -2.048 -2.138 -0.273
C -3.091 -1.428 0.606
C -2.475 -0.534 1.686
Cl -3.135 -0.916 3.322
C -1.221 -0.021 -1.319
C -0.245 0.837 -1.794
C 1.066 0.446 -1.637
C 1.389 -0.761 -1.039
C 2.884 -0.863 -1.001
O 3.594 -1.795 -0.726
N 3.355 0.391 -1.421
C 4.763 0.706 -1.569
C 5.342 1.372 -0.318
C 5.632 0.361 0.774
F 6.227 1.007 1.859
C 2.329 1.137 -2.017
O 2.485 2.089 -2.734
H 2.029 -5.222 0.286
H 0.346 -5.597 0.684
H 1.000 -6.050 -0.897
H 1.542 -3.412 1.940
H -0.204 -3.579 1.760
H 0.536 -1.971 1.907
H -1.689 -3.038 0.223
H -2.550 -2.482 -1.183
H -3.718 -2.182 1.078
H -3.733 -0.812 -0.025
H -1.399 -0.654 1.778
H -2.727 0.507 1.512
H -2.263 0.262 -1.419
H -0.494 1.774 -2.274
H 4.853 1.392 -2.409
H 5.303 -0.216 -1.788
H 4.656 2.131 0.061
H 6.285 1.847 -0.598
H 4.716 -0.105 1.143
H 6.318 -0.410 0.422
C -3.153 4.648 0.209
C -4.456 4.510 0.995
C -4.809 3.049 0.754
O -3.563 2.358 0.613
C -2.495 3.300 0.468
H -2.534 5.484 0.530
H -3.366 4.768 -0.855
H -4.275 4.686 2.057
H -5.241 5.189 0.666
H -5.386 2.926 -0.168
H -5.368 2.601 1.575
H -1.910 3.316 1.394
H -1.845 2.975 -0.344
```

- charge = 0
- spin multiplicity = 1
- Kohn-Sham gap (eV) = 9.26
- SMILES string = CC(=O)N(C)c1c(CCCCl)ccc2c1C(=O)N(CCCF)C2=O.C1CCOC1
- HOMO energy (eV) = -9.6

---

Record 6
Computed, not measured: a structure of composition C21H28CoF3O4, with ωB97M-V with the def2-TZVPD basis set.

The geometry in XYZ format:
```
57
C21H28CoF3O4 | the Open Molecules 2025 dataset | ωB97M-V with the def2-TZVPD basis set
O 2.644 2.358 -1.604
C 2.086 3.061 -2.754
C 3.417 3.634 -3.209
H 1.380 3.841 -2.454
H 1.642 2.367 -3.475
C 3.955 2.853 -2.004
H 3.467 4.714 -3.109
H 3.701 3.323 -4.212
C 4.563 3.758 -0.959
H 3.886 4.571 -0.691
H 5.480 4.201 -1.363
H 4.819 3.192 -0.063
C 4.906 1.761 -2.427
H 4.468 1.140 -3.214
H 5.191 1.154 -1.566
H 5.816 2.221 -2.829
Co -1.562 -2.190 2.199
C -1.929 -4.172 1.196
C -3.038 -4.009 0.308
C -2.643 -3.183 -0.778
H -3.994 -4.517 0.415
C -1.324 -2.740 -0.570
C -0.825 -3.367 0.638
H 0.234 -3.519 0.834
H -1.817 -4.955 1.945
H -3.241 -2.989 -1.672
H -0.741 -2.092 -1.231
C -1.466 -2.611 4.143
C -0.259 -2.999 3.488
C 0.294 -1.836 2.850
H 0.201 -3.986 3.528
C -0.557 -0.724 3.129
C -1.628 -1.195 3.964
H -2.422 -0.589 4.398
H -2.086 -3.249 4.769
H 1.245 -1.776 2.333
H -0.405 0.289 2.753
O 0.255 1.586 0.325
C 0.974 0.491 -0.322
C 0.485 0.395 -1.792
H 0.756 -0.487 0.211
H 2.031 0.721 -0.244
C -0.568 1.528 -1.861
H -0.026 -0.561 -1.944
H 1.304 0.504 -2.496
C -1.019 1.549 -0.403
H -1.362 1.349 -2.581
H -0.054 2.453 -2.109
H -1.528 0.564 -0.219
H -1.688 2.347 -0.076
F -6.235 -0.615 0.793
C -5.123 -0.141 1.415
F -4.580 0.824 0.622
F -5.500 0.455 2.586
C -4.118 -1.311 1.727
O -4.581 -2.325 2.254
O -2.880 -1.067 1.411
```

- charge = 0
- spin multiplicity = 5
- <S²> = 6.033
- Kohn-Sham gap (alpha / beta) (eV) = 8.07 / 6.68
- HOMO energy (alpha / beta) (eV) = -7.5 / -9.1

---

Record 7
Computed, not measured: a structure of composition C21H28F6NO19S2, with ωB97M-V with the def2-TZVPD basis set.

The geometry in XYZ format:
```
77
C21H28F6NO19S2 | the Open Molecules 2025 dataset | ωB97M-V with the def2-TZVPD basis set
C 2.520 -1.130 2.686
C 2.678 0.375 2.955
C 1.789 1.276 2.077
C 1.339 2.559 2.780
C 0.229 2.357 3.813
C -1.096 1.916 3.170
S -1.573 0.276 3.681
O -0.423 -0.585 3.531
O -2.155 0.405 4.991
N -2.766 -0.129 2.673
S -2.445 -0.600 1.235
O -1.506 0.194 0.496
O -3.667 -0.981 0.579
F -1.696 -1.997 1.399
H 3.382 -1.538 2.151
H 2.426 -1.694 3.615
H 1.625 -1.330 2.099
H 3.717 0.665 2.756
H 2.495 0.600 4.007
H 2.363 1.569 1.190
H 0.927 0.715 1.708
H 2.207 3.021 3.263
H 0.990 3.274 2.026
H 0.063 3.296 4.345
H 0.537 1.633 4.571
H -1.930 2.542 3.485
H -1.041 1.918 2.080
C -3.010 -4.666 2.777
C -4.007 -5.442 1.943
O -4.270 -6.579 2.745
C -4.003 -6.255 4.044
O -4.310 -6.924 4.974
O -3.362 -5.074 4.106
F -3.503 -5.848 0.754
H -1.992 -4.988 2.558
H -3.089 -3.590 2.664
H -4.946 -4.917 1.758
C -4.610 -1.907 -2.213
C -5.949 -2.211 -2.847
O -5.616 -3.144 -3.862
C -4.453 -3.771 -3.488
O -4.034 -4.739 -4.029
O -3.892 -3.130 -2.456
F -6.522 -1.127 -3.430
H -4.114 -1.090 -2.739
H -4.638 -1.687 -1.151
H -6.677 -2.667 -2.174
C 6.901 2.496 1.056
C 7.246 1.561 2.198
O 6.682 2.218 3.316
C 5.662 3.009 2.877
O 4.853 3.515 3.576
O 5.702 3.114 1.531
F 8.585 1.442 2.381
H 7.679 3.250 0.932
H 6.716 2.002 0.107
H 6.818 0.560 2.121
C -4.781 -1.973 -6.878
C -5.621 -2.555 -7.997
O -4.920 -2.149 -9.156
C -3.616 -1.931 -8.817
O -2.739 -1.773 -9.595
O -3.480 -1.936 -7.474
F -6.874 -2.040 -8.034
H -5.105 -0.956 -6.651
H -4.780 -2.577 -5.978
H -5.695 -3.644 -7.989
C 5.402 6.269 -0.669
C 5.396 6.410 -2.179
O 6.628 5.817 -2.548
C 6.992 4.941 -1.573
O 7.856 4.136 -1.672
O 6.215 5.109 -0.483
F 5.389 7.703 -2.579
H 5.890 7.132 -0.213
H 4.425 6.110 -0.225
H 4.584 5.885 -2.685
```

- charge = -1
- spin multiplicity = 1
- Kohn-Sham gap (eV) = 8.98
- HOMO energy (eV) = -7.2

---

Record 8
Computed, not measured: a structure of composition C21H28FN3OSe2SiTaTe2, with ωB97M-V with the def2-TZVPD basis set.

The geometry in XYZ format:
```
60
C21H28FN3OSe2SiTaTe2 | the Open Molecules 2025 dataset | ωB97M-V with the def2-TZVPD basis set
Ta 0.278 -0.128 -0.996
C 2.715 -3.090 -0.731
Si 3.031 -1.641 0.435
C 4.642 -0.796 -0.064
C 3.026 -2.370 2.178
N 1.701 -0.450 0.324
C 1.639 0.546 1.294
C 2.669 0.881 2.193
C 2.506 1.856 3.158
C 1.308 2.548 3.286
C 0.274 2.256 2.416
C 0.481 1.296 1.458
F -0.567 1.052 0.545
H 3.415 -3.872 -0.417
H 2.943 -2.895 -1.781
H 1.721 -3.528 -0.655
H 5.389 -0.928 0.724
H 4.536 0.275 -0.238
H 5.046 -1.240 -0.973
H 4.049 -2.358 2.562
H 2.710 -3.414 2.149
H 2.410 -1.835 2.903
H 3.614 0.362 2.112
H 3.324 2.067 3.833
H 1.180 3.305 4.047
H -0.687 2.753 2.462
O -0.560 -1.591 1.503
C -1.819 -1.914 2.095
C -2.951 -1.173 1.431
C -4.212 -1.245 2.010
C -5.256 -0.548 1.431
C -4.997 0.214 0.300
C -3.715 0.216 -0.213
N -2.704 -0.475 0.327
H 0.129 -2.000 2.036
H -1.809 -1.650 3.156
H -2.000 -2.992 2.016
H -4.356 -1.840 2.903
H -6.248 -0.593 1.860
H -5.773 0.795 -0.178
H -3.473 0.801 -1.092
Se 2.436 0.269 -2.721
Te 0.670 -1.270 -3.233
Te 1.125 -2.797 -5.403
Se -0.718 -2.201 -1.296
C 0.686 2.987 -1.082
C -0.424 2.536 -1.983
C -1.152 3.335 -2.811
C -2.064 2.493 -3.504
C -1.855 1.211 -3.086
C -2.519 -0.026 -3.604
N -0.842 1.205 -2.115
H 1.316 3.699 -1.616
H 1.372 2.213 -0.726
H 0.303 3.508 -0.202
H -1.041 4.402 -2.917
H -2.784 2.799 -4.246
H -3.538 0.213 -3.907
H -2.570 -0.822 -2.863
H -2.009 -0.412 -4.494
```

- charge = +1
- spin multiplicity = 1
- Kohn-Sham gap (alpha / beta) (eV) = 5.23 / 5.22
- HOMO energy (alpha / beta) (eV) = -10.3 / -10.3

---

| no. | largest force on an atom (eV/Å) |
| --- | --- |
| 1 | 0.5 |
| 2 | 3.0 |
| 3 | 0.8 |
| 4 | 1.3 |
| 5 | 1.2 |
| 6 | 6.1 |
| 7 | 0.4 |
| 8 | 5.4 |